Formula: C9H17BrN4
Source: OMol25
Level of theory: ωB97M-V with the def2-TZVPD basis set

Properties
Total energy ... -3145.4560 hartree
LUMO energy ... -0.324 Eh
Charge ... +2
SMILES ... C=C/N=C(N)\[NH+]=C(\Br)[NH+]1CCCCC1
ΔE to the lowest compared entry with this formula, charge and spin ... 2.198 eV
Highest occupied orbital energy ... -17.71 eV
Orbital gap ... 0.327 hartree

Cartesian coordinates (Å):
C 1.255 -1.145 1.885
C 2.095 -0.032 1.415
N 1.839 1.193 1.697
C 0.583 1.561 2.158
N 0.549 2.602 2.969
N -0.623 0.985 1.793
C -0.606 -0.346 1.332
Br -1.895 -1.407 2.425
N -0.800 -0.508 -0.095
C -0.669 0.778 -0.851
C -1.136 0.559 -2.376
C -0.279 -0.364 -3.131
C -0.220 -1.657 -2.252
C 0.098 -1.374 -0.821
H 1.367 -2.047 1.352
H 0.872 -1.341 2.921
H 3.039 -0.291 0.919
H 1.374 3.041 3.240
H -0.257 3.052 3.384
H -1.504 1.312 2.110
H -1.684 -0.867 -0.283
H 0.376 1.199 -0.617
H -1.331 1.581 -0.547
H -1.156 1.578 -2.769
H -2.076 0.150 -2.270
H -0.809 -0.502 -3.976
H 0.752 -0.118 -3.296
H -1.194 -2.224 -2.445
H 0.614 -2.245 -2.637
H 0.403 -2.336 -0.296
H 1.023 -0.788 -0.939



Formula: C5H8N2
Source: OMol25
Level of theory: ωB97M-V with the def2-TZVPD basis set

Properties
Total energy ... -304.7771 hartree
LUMO energy ... 0.033 Eh
SMILES ... C[C@H]1[C@@H](C#N)N1C
ΔE to the lowest compared entry with this formula, charge and spin ... 1.590 eV
Highest occupied orbital energy ... -9.95 eV
Orbital gap ... 0.399 hartree

Cartesian coordinates (Å):
C -1.879 0.249 0.194
C -0.555 -0.332 -0.237
C 0.563 0.544 -0.707
C 0.329 1.970 -0.852
N 0.063 3.077 -1.061
N 0.582 -0.062 0.615
C 1.532 -1.151 0.778
H -1.711 1.052 0.918
H -2.440 0.653 -0.655
H -2.491 -0.520 0.674
H -0.590 -1.305 -0.733
H 1.259 0.141 -1.442
H 1.703 -1.723 -0.151
H 1.146 -1.841 1.534
H 2.489 -0.753 1.123



Formula: C23H22IN4O3OsS2
Source: OMol25
Level of theory: ωB97M-V with the def2-TZVPD basis set

Properties
Total energy ... -2518.9073 hartree
LUMO energy (alpha / beta) ... -0.114 / -0.115 Eh
Charge ... +1
ΔE to the lowest compared entry with this formula, charge and spin ... 2.047 eV
Highest occupied orbital energy (alpha / beta) ... -9.20 / -9.20 eV
Orbital gap (alpha / beta) ... 0.224 / 0.223 hartree

Cartesian coordinates (Å):
Os -0.035 0.364 -0.491
O -0.575 0.361 2.418
S 0.588 -0.613 2.392
O 1.531 -0.347 3.429
N 1.105 -0.542 0.894
C 2.224 -1.262 0.429
C 3.089 -2.010 1.188
C 4.181 -2.663 0.580
C 4.419 -2.552 -0.760
C 3.552 -1.780 -1.566
C 3.747 -1.593 -2.955
C 2.873 -0.820 -3.662
C 1.779 -0.239 -2.997
N 1.552 -0.405 -1.713
C 2.442 -1.150 -0.975
C -0.092 -2.220 2.661
C 0.008 -2.776 3.928
C -0.541 -4.028 4.156
C -1.175 -4.709 3.126
C -1.262 -4.145 1.859
C -0.716 -2.895 1.621
H 2.961 -2.085 2.259
H 4.845 -3.247 1.202
H 5.268 -3.041 -1.218
H 4.597 -2.060 -3.435
H 3.000 -0.645 -4.721
H 1.064 0.377 -3.528
H 0.514 -2.235 4.715
H -0.468 -4.474 5.138
H -1.596 -5.689 3.307
H -1.745 -4.685 1.056
H -0.761 -2.459 0.630
C -1.375 0.651 1.046
H -2.184 -0.089 1.131
H -1.826 1.596 1.356
S 1.039 2.374 -0.762
C -0.161 3.595 -0.464
N -0.595 3.761 0.807
C -1.499 4.679 1.197
C -2.020 5.547 0.280
C -1.590 5.441 -1.047
C -0.681 4.475 -1.418
H -0.192 3.124 1.487
H -1.757 4.680 2.246
H -2.737 6.293 0.588
H -1.980 6.125 -1.791
H -0.339 4.371 -2.437
N -3.033 -0.304 -2.347
C -2.537 0.939 -2.357
O -1.350 1.181 -2.136
C -3.489 2.063 -2.637
I -4.492 2.565 -0.813
H -2.418 -1.064 -2.104
H -4.013 -0.488 -2.473
H -4.234 1.817 -3.387
H -2.914 2.934 -2.934



Formula: C4H28N2O8S
Source: OMol25
Level of theory: ωB97M-V with the def2-TZVPD basis set

Properties
Total energy ... -1278.7841 hartree
LUMO energy ... 0.002 Eh
SMILES ... NCNCCCS.O.O.O.O.O.O.O.O
ΔE to the lowest compared entry with this formula, charge and spin ... 2.421 eV
Highest occupied orbital energy ... -8.99 eV
Orbital gap ... 0.333 hartree

Cartesian coordinates (Å):
N -1.837 -0.661 1.218
C -2.779 -0.646 0.073
N -2.184 -0.394 -1.229
C -1.749 -1.628 -1.915
C -0.792 -1.243 -3.022
C 0.676 -0.855 -2.890
S 1.849 -2.214 -3.310
H -1.228 -1.459 1.032
H -1.268 0.170 1.235
H -3.328 -1.584 0.194
H -3.536 0.075 0.391
H -1.357 0.185 -1.105
H -1.499 -2.463 -1.224
H -2.568 -2.205 -2.367
H -0.894 -1.909 -3.890
H -1.321 -0.505 -3.628
H 0.806 -0.048 -3.610
H 0.937 -0.482 -1.909
H 2.932 -1.622 -2.792
O -1.461 -0.462 4.202
H -2.064 -0.741 3.469
H -1.590 0.415 4.560
O 2.309 2.695 0.917
H 1.802 2.091 1.472
H 3.157 2.197 0.860
O 1.444 -2.351 0.545
H 1.910 -3.086 0.913
H 1.378 -2.395 -0.402
O 1.801 -0.118 2.114
H 1.419 -0.335 3.022
H 1.677 -0.898 1.534
O -0.563 2.164 1.893
H -0.955 2.641 1.123
H -0.750 2.766 2.628
O 4.152 0.638 1.265
H 3.632 -0.097 0.907
H 3.980 0.667 2.191
O -1.808 2.934 -0.394
H -0.942 2.819 -0.861
H -2.238 2.144 -0.730
O 0.670 1.747 -1.093
H 0.955 1.546 -0.179
H 1.224 2.505 -1.209